No. 1
{"formula": "C46H34AsF4MoN6O7PS2Se2", "method": "ωB97M-V/def2-TZVPD", "elements": ["Mo", "Se", "P", "Se", "C", "C", "C", "C", "C", "C", "C", "C", "C", "C", "C", "C", "H", "H", "H", "H", "H", "H", "H", "H", "H", "H", "O", "As", "O", "O", "C", "C", "C", "C", "C", "C", "S", "O", "O", "O", "H", "H", "H", "H", "H", "C", "N", "C", "C", "C", "C", "C", "N", "C", "C", "C", "C", "C", "C", "H", "H", "H", "H", "H", "H", "H", "H", "H", "H", "H", "O", "S", "C", "C", "C", "C", "H", "H", "H", "H", "H", "H", "H", "H", "F", "C", "C", "F", "C", "C", "C", "F", "C", "C", "C", "N", "C", "N", "F", "C", "C", "N", "C", "N"], "coordinates": [[-0.53821, 0.67405, -1.15278], [2.22674, -2.29271, 0.22398], [3.11244, -0.70930, -0.95355], [1.80235, 0.80934, -1.91835], [4.38209, 0.11137, 0.06512], [5.05296, -0.61965, 1.04424], [6.05154, -0.01478, 1.79604], [6.37841, 1.31462, 1.57518], [5.71086, 2.04108, 0.59558], [4.72021, 1.44158, -0.16473], [4.12747, -1.39388, -2.29551], [4.57088, -2.71101, -2.23978], [5.38034, -3.20613, -3.25112], [5.74066, -2.39237, -4.31619], [5.30320, -1.07534, -4.36475], [4.50002, -0.57092, -3.35481], [4.79805, -1.65668, 1.22330], [6.57033, -0.58662, 2.55575], [7.14775, 1.78832, 2.17161], [5.95579, 3.08284, 0.43286], [4.19563, 2.00356, -0.92652], [4.27280, -3.35502, -1.42186], [5.72605, -4.23145, -3.20383], [6.35569, -2.78902, -5.11475], [5.58774, -0.43976, -5.19390], [4.14654, 0.45128, -3.39694], [-0.91561, -3.59555, -1.74013], [-0.27424, -2.28046, -2.71465], [1.34544, -2.41425, -2.51405], [-0.95158, -0.91418, -1.84870], [-1.20492, -2.57881, -4.35272], [-1.02204, -3.78605, -5.01072], [-1.67659, -4.00819, -6.21078], [-2.49111, -3.01741, -6.74503], [-2.64897, -1.79925, -6.10305], [-2.01615, -1.57156, -4.89372], [-0.81734, 0.66086, -4.36887], [-2.17920, -0.35967, -4.24228], [0.28973, -0.29695, -4.26712], [-0.96582, 1.45065, -3.06066], [-0.28508, -3.81759, -1.04304], [-0.38238, -4.53460, -4.56508], [-1.54932, -4.94853, -6.72985], [-2.99853, -3.19187, -7.68502], [-3.26296, -1.01365, -6.52578], [-3.67123, 0.25932, -0.19875], [-2.53805, 1.17997, -0.48389], [-2.70704, 2.42201, -0.17659], [-1.57954, 3.27287, -0.25741], [-1.36592, 4.61612, -0.04161], [0.00479, 4.84253, -0.29160], [0.55367, 3.62815, -0.64327], [-0.39142, 2.64578, -0.61659], [-4.27082, -0.53331, -1.33298], [-5.05097, 0.10295, -2.29166], [-5.71416, -0.63712, -3.25899], [-5.58683, -2.02029, -3.28451], [-4.77448, -2.65661, -2.35570], [-4.12362, -1.91463, -1.37939], [-4.46797, 0.85748, 0.24212], [-3.32817, -0.44069, 0.56261], [-3.66902, 2.78807, 0.16748], [-2.10716, 5.33980, 0.26753], [0.52880, 5.78280, -0.21674], [1.57698, 3.40416, -0.89637], [-5.15744, 1.18331, -2.26725], [-6.33834, -0.13369, -3.98861], [-6.11348, -2.59989, -4.03331], [-4.65166, -3.73363, -2.37903], [-3.52889, -2.42146, -0.62784], [1.90397, 1.20151, 1.06966], [2.30597, 2.31332, 2.01151], [3.04637, 1.55669, 3.50393], [2.37183, 2.13949, 4.75262], [1.36921, 3.21521, 4.30834], [0.82503, 2.78617, 2.95672], [4.11754, 1.75291, 3.46627], [2.87890, 0.48572, 3.37919], [3.10216, 2.57004, 5.43571], [1.86410, 1.35064, 5.28976], [1.88337, 4.17401, 4.19517], [0.57548, 3.34986, 5.04172], [0.29651, 3.57926, 2.42706], [0.20142, 1.88770, 2.99624], [-4.00545, -0.69661, 2.69477], [-3.20170, -0.44601, 3.74371], [-3.69503, 0.25996, 4.80629], [-4.97076, 0.65725, 4.74847], [-2.90017, 0.61435, 5.92454], [-1.57025, 0.12741, 5.86070], [-1.09405, -0.58174, 4.78900], [0.19692, -0.98123, 4.78789], [-1.88284, -0.88012, 3.68696], [-1.32181, -1.55788, 2.49425], [-0.82549, -0.80101, 1.50965], [-0.48506, -0.13704, 0.59306], [-1.35116, -2.97432, 2.32105], [-1.40549, -4.11927, 2.17378], [-0.71606, 0.37731, 6.86526], [-3.38528, 1.41101, 6.99536], [-2.54142, 1.89624, 8.03811], [-1.87426, 2.35030, 8.86746], [-4.72427, 1.89418, 7.07171], [-5.78789, 2.33434, 7.18337]], "lowdin_spin": [0.607, 0.751, 0.054, -0.035, 0.020, 0.019, 0.001, 0.002, 0.002, 0.001, 0.005, 0.002, 0.000, 0.000, 0.001, 0.000, 0.012, 0.000, 0.000, 0.000, 0.000, 0.001, 0.000, 0.000, 0.000, -0.001, 0.000, 0.007, 0.114, 0.008, 0.004, 0.000, 0.000, 0.000, 0.000, 0.001, 0.003, 0.002, 0.000, 0.019, 0.004, 0.000, 0.000, 0.000, 0.000, -0.001, -0.007, 0.005, -0.003, 0.011, -0.002, 0.010, -0.006, 0.000, 0.000, 0.000, 0.000, 0.000, 0.000, 0.000, 0.000, 0.000, 0.001, 0.000, 0.000, 0.000, 0.000, 0.000, 0.000, 0.000, 0.004, 0.001, 0.000, 0.000, 0.000, 0.000, 0.000, 0.000, 0.000, 0.000, 0.000, 0.000, 0.000, 0.000, 0.001, 0.006, 0.000, 0.000, 0.000, 0.000, 0.004, 0.002, 0.018, 0.141, 0.019, 0.104, 0.016, 0.069, 0.000, 0.001, 0.000, 0.001, 0.000, 0.001], "lumo_energy_ev": [-2.85, -3.57], "fmax_ev_per_a": 1.91, "s_squared": 2.055, "multiplicity": 3, "gap_ev": [3.360, 2.635], "e_tot_ha": -11272.45684, "homo_energy_ha": [-0.2281, -0.2279]}

=====

No. 2
{"formula": "C46H34BClF2NO6", "method": "ωB97M-V/def2-TZVPD", "elements": ["C", "N", "C", "B", "F", "Cl", "C", "C", "F", "H", "H", "H", "H", "H", "H", "H", "H", "H", "H", "C", "C", "C", "C", "C", "C", "C", "O", "C", "C", "C", "C", "C", "C", "C", "O", "H", "H", "H", "H", "H", "H", "H", "H", "C", "C", "C", "C", "C", "C", "C", "O", "C", "C", "C", "C", "C", "C", "C", "O", "H", "H", "H", "H", "H", "H", "H", "H", "C", "C", "C", "C", "C", "C", "C", "O", "C", "C", "C", "C", "C", "C", "C", "O", "H", "H", "H", "H", "H", "H", "H", "H"], "coordinates": [[-0.59444, -0.81510, 3.59088], [-1.16126, 0.58369, 3.86499], [-2.54670, 0.70766, 3.26750], [-3.77127, 0.47876, 4.38554], [-3.55798, -0.85967, 5.06399], [-3.70251, 1.78214, 5.76118], [-5.23931, 0.57157, 3.61089], [-5.84258, -0.88367, 3.14339], [-5.28087, -1.38007, 1.85256], [0.57206, -0.84656, 3.79680], [-1.19581, -1.55524, 4.28402], [-0.71720, -1.08985, 2.43570], [-0.49578, 1.25397, 3.37884], [-2.64179, 1.71891, 2.68427], [-2.69857, -0.17199, 2.47680], [-5.22450, 1.35521, 2.71420], [-6.00507, 0.99388, 4.42429], [-7.02779, -0.75785, 3.08835], [-5.66783, -1.75513, 3.92758], [5.35244, -7.41278, 6.58621], [5.14193, -6.37219, 7.49057], [3.98305, -5.59864, 7.40759], [3.03665, -5.85868, 6.40900], [3.25888, -6.88321, 5.48972], [4.41418, -7.66984, 5.58557], [2.29142, -7.13440, 4.40206], [2.48414, -8.03649, 3.59626], [1.09369, -6.27770, 4.29443], [0.19774, -6.46740, 3.23418], [-0.94447, -5.67032, 3.13245], [-1.19954, -4.69058, 4.09157], [-0.30585, -4.49568, 5.14570], [0.84814, -5.28464, 5.24150], [1.80535, -5.04684, 6.33994], [1.58428, -4.18288, 7.18070], [6.25119, -8.02157, 6.65651], [5.87930, -6.16374, 8.26258], [3.82295, -4.79126, 8.12026], [4.58787, -8.48022, 4.87976], [0.38785, -7.23227, 2.48289], [-1.63613, -5.81582, 2.30546], [-2.09291, -4.07439, 4.01662], [-0.50910, -3.72559, 5.88802], [1.20918, 0.17917, -4.37346], [1.56281, 0.47820, -3.05796], [0.59614, 0.45030, -2.05146], [-0.73171, 0.13405, -2.36337], [-1.08994, -0.14084, -3.68255], [-0.11487, -0.12963, -4.68844], [-2.49664, -0.42699, -4.03096], [-2.81155, -0.67206, -5.18897], [-3.51893, -0.40490, -2.96583], [-4.86497, -0.61732, -3.29127], [-5.83654, -0.61133, -2.28811], [-5.46680, -0.40318, -0.95964], [-4.12737, -0.18575, -0.63329], [-3.15293, -0.17696, -1.64012], [-1.74390, 0.08946, -1.28939], [-1.41873, 0.27709, -0.12267], [1.96428, 0.19189, -5.15639], [2.59233, 0.73128, -2.81462], [0.88054, 0.67976, -1.02586], [-0.38459, -0.35658, -5.71838], [-5.16164, -0.78375, -4.32563], [-6.88179, -0.77127, -2.54371], [-6.22246, -0.40567, -0.17708], [-3.84685, -0.01909, 0.40542], [0.23128, 3.34946, -5.64573], [-0.26802, 4.16938, -6.65739], [0.38054, 5.36485, -6.97123], [1.52580, 5.74803, -6.26270], [2.01069, 4.94025, -5.23483], [1.36861, 3.73217, -4.93319], [3.18876, 5.35853, -4.44790], [3.61747, 4.64782, -3.54716], [3.83687, 6.64887, -4.75621], [4.91899, 7.08484, -3.98045], [5.54619, 8.29767, -4.27365], [5.10201, 9.07202, -5.34509], [4.02070, 8.64285, -6.11607], [3.38084, 7.43330, -5.81456], [2.21555, 7.00544, -6.61355], [1.82161, 7.68765, -7.55249], [-0.26879, 2.41331, -5.40727], [-1.16180, 3.87720, -7.20417], [-0.01197, 5.99736, -7.76575], [1.74940, 3.08977, -4.14114], [5.27402, 6.48471, -3.14415], [6.38293, 8.63681, -3.66675], [5.59499, 10.01332, -5.57820], [3.67638, 9.25505, -6.94796]], "mulliken_charge": [-0.464, -0.357, -0.218, 0.363, -0.411, -0.449, -0.533, -0.219, -0.321, 0.305, 0.084, 0.095, 0.274, 0.109, -0.084, 0.165, 0.245, 0.240, 0.224, -0.447, -0.433, -0.536, 0.194, 0.156, -0.531, 0.631, -0.693, 0.264, -0.528, -0.563, -0.426, -0.799, 0.305, 0.546, -0.669, 0.380, 0.385, 0.453, 0.444, 0.437, 0.414, 0.528, 0.510, -0.329, -0.547, -0.531, 0.110, 0.372, -0.691, 0.543, -0.719, 0.507, -0.706, -0.467, -0.581, -0.224, 0.125, 0.255, -0.619, 0.360, 0.465, 0.507, 0.433, 0.435, 0.376, 0.417, 0.443, -0.018, -0.755, -0.585, 0.307, 0.062, -0.672, 0.489, -0.674, 0.145, -0.491, -0.473, -0.438, -0.530, 0.105, 0.645, -0.683, 0.407, 0.418, 0.446, 0.627, 0.448, 0.385, 0.387, 0.446], "lumo_energy_ev": 0.06, "fmax_ev_per_a": 2.63, "multiplicity": 1, "total_charge": -1, "gap_ev": 4.738, "e_tot_ha": -2964.45441, "homo_energy_ha": -0.1721}